Entry from the Open Molecules 2025 dataset: one molecule with the formula C21H27N3O3S in a non-equilibrium geometry (ωB97M-V with the def2-TZVPD basis set).

Geometry as XYZ:
```
55
Properties=species:S:1:pos:R:3:mulliken_charge:R:1
C -8.291 -2.404 0.249 -0.868
O -6.945 -2.099 -0.020 -0.402
C -6.538 -0.800 0.095 0.379
C -7.359 0.262 0.452 -0.631
C -6.806 1.531 0.528 -0.808
C -5.474 1.758 0.261 -0.887
C -4.632 0.692 -0.087 0.881
N -3.303 0.913 -0.380 0.329
C -2.485 -0.134 -0.944 -1.124
C -1.176 0.454 -1.468 -1.153
N -0.417 1.021 -0.376 0.346
C 0.946 0.968 -0.326 1.094
C 1.704 0.744 -1.488 -0.660
C 3.080 0.685 -1.433 -0.540
C 3.734 0.857 -0.227 -0.247
S 5.506 0.748 -0.123 1.526
O 6.043 0.539 -1.442 -0.684
O 6.020 1.848 0.641 -0.792
N 5.648 -0.635 0.849 -0.089
C 5.451 -1.850 0.084 -0.661
C 6.836 -2.254 -0.455 -0.522
C 7.834 -1.464 0.410 -0.522
C 6.957 -0.769 1.461 -0.830
C 3.013 1.094 0.929 -0.853
C 1.637 1.148 0.886 -0.604
C -1.206 1.538 0.720 -1.077
C -2.568 2.009 0.207 -1.113
C -5.189 -0.583 -0.167 -0.201
H -8.385 -3.479 0.105 0.248
H -8.967 -1.887 -0.440 0.343
H -8.563 -2.153 1.280 0.351
H -8.406 0.124 0.664 0.393
H -7.440 2.364 0.793 0.356
H -5.093 2.765 0.298 0.391
H -3.025 -0.595 -1.776 0.728
H -2.254 -0.920 -0.206 0.355
H -0.600 -0.349 -1.932 0.672
H -1.399 1.210 -2.233 0.195
H 1.215 0.639 -2.443 0.407
H 3.669 0.521 -2.322 0.507
H 4.726 -1.660 -0.706 0.299
H 5.050 -2.613 0.759 0.399
H 6.987 -3.330 -0.377 0.364
H 6.925 -1.961 -1.499 0.234
H 8.582 -2.106 0.872 0.401
H 8.341 -0.714 -0.195 0.241
H 7.312 0.221 1.741 0.419
H 6.849 -1.386 2.359 0.345
H 3.550 1.228 1.854 0.395
H 1.093 1.311 1.802 0.383
H -1.358 0.777 1.500 0.308
H -0.688 2.391 1.165 0.712
H -2.415 2.813 -0.527 0.186
H -3.129 2.418 1.050 0.610
H -4.598 -1.447 -0.420 0.472
```

The total energy comes out at -43662.33763 eV. The calculation puts the molecular weight at 401.53 g mol⁻¹. The HOMO-LUMO gap comes out at 8.38 eV. The total charge is 0. The highest occupied orbital energy is -7.85 eV.